Computed, not measured: a 2-piece molecular cluster, C25H26ClFN4O2 overall in a non-equilibrium geometry, with wB97M-V/def2-TZVPD.

Last column: Löwdin charge in e.
Atoms and positions in Å:
O (2.8252, -1.7877, 3.7736)  0.03
O (0.6657, -4.8235, 1.4544)  0.06
F (0.8879, -0.6753, -5.6352)  0.05
Cl (-1.1387, 8.4965, 3.2394)  0.66
N (0.9356, 3.1922, -0.5325)  0.05
C (1.7615, -2.0828, 3.2529)  -0.55
C (-0.0906, -3.8697, 1.3015)  -0.48
C (0.8887, 3.4120, 0.7585)  -0.09
C (-2.8354, -1.8092, -2.7413)  -0.09
C (-2.5045, -0.8011, -1.8200)  -0.08
C (-2.0045, -2.9353, -2.8801)  -0.07
C (0.0274, 0.6921, -3.8846)  -0.01
C (2.3701, 0.1114, -3.9409)  -0.01
C (-0.2037, 5.9384, 3.3124)  -0.10
C (-0.6373, 6.8497, 1.1184)  -0.10
C (0.2510, 4.7510, 2.7328)  -0.04
C (-0.1853, 5.6628, 0.5328)  -0.02
C (0.2386, 1.4258, -2.7126)  -0.04
C (2.5787, 0.8301, -2.7573)  -0.03
C (-1.3395, -0.9163, -1.0430)  -0.06
C (-0.8400, -3.0530, -2.0997)  -0.03
C (1.0923, 0.0333, -4.5023)  -0.28
C (-0.6334, 6.9961, 2.5082)  -0.66
C (0.2821, 4.6098, 1.3379)  -0.22
C (1.5121, 1.4868, -2.1345)  -0.27
C (-0.5021, -2.0386, -1.1844)  -0.23
N (1.7282, 2.1549, -0.9339)  -0.03
N (-1.4197, -4.0179, 1.2308)  0.03
N (1.6660, -2.1742, 1.9280)  0.12
C (0.5390, -2.3131, 4.1214)  0.01
C (-2.1079, -5.3012, 1.3566)  -0.05
C (0.7484, -2.1397, -0.3357)  -0.09
C (0.4570, -2.4391, 1.1403)  -0.22
H (1.3900, 2.7207, 1.4299)  0.12
H (-3.7283, -1.7193, -3.3445)  0.10
H (-3.1372, 0.0700, -1.7211)  0.10
H (-2.2566, -3.7078, -3.5929)  0.10
H (-0.9655, 0.6258, -4.3176)  0.12
H (3.1951, -0.3999, -4.4267)  0.12
H (-0.2068, 6.0551, 4.3918)  0.10
H (-0.9755, 7.6700, 0.4931)  0.10
H (0.6084, 3.9515, 3.3765)  0.11
H (-0.1649, 5.5738, -0.5509)  0.11
H (-0.5918, 1.9357, -2.2355)  0.10
H (3.5737, 0.8735, -2.3274)  0.11
H (-1.0745, -0.1250, -0.3555)  0.11
H (-0.2021, -3.9188, -2.2116)  0.11
H (2.6637, 2.0720, -0.5302)  0.15
H (-1.9773, -3.2025, 1.0281)  0.13
H (2.5378, -2.0917, 1.4310)  0.15
H (0.8063, -2.1148, 5.1581)  0.09
H (0.2237, -3.3510, 4.0313)  0.08
H (-0.2633, -1.6441, 3.8222)  0.08
H (-1.9766, -5.8809, 0.4413)  0.09
H (-1.6874, -5.8688, 2.1897)  0.09
H (-3.1722, -5.1426, 1.5336)  0.08
H (1.2777, -1.1883, -0.4090)  0.12
H (1.4051, -2.9140, -0.7361)  0.13
H (-0.3143, -1.7441, 1.4706)  0.13

Values from the calculation:
- LUMO energy (Ha) = -0.0040
- SMILES = CNC(=O)[C@H](Cc1ccccc1)NC(C)=O.Fc1ccc(N/N=C/c2ccc(Cl)cc2)cc1
- E (eV) = -51642.4702

---

Computed, not measured: one molecule with the formula C25H26ClN3O4, with wB97M-V/def2-TZVPD.

Last column: Löwdin charge in e.
Atoms and positions in Å:
C (-8.6549, -0.5244, 1.4599)  -0.07
C (-7.4771, 0.0416, 0.6818)  -0.27
O (-6.3005, -0.5500, 1.1948)  -0.06
C (-5.0993, -0.1977, 0.6586)  -0.28
C (-3.9801, -0.8164, 1.2189)  -0.01
C (-2.7167, -0.5322, 0.7516)  -0.02
C (-2.5354, 0.3760, -0.2905)  -0.22
C (-3.6458, 0.9950, -0.8478)  0.00
C (-4.9164, 0.7105, -0.3784)  -0.01
H (-5.7569, 1.2097, -0.8335)  0.10
H (-3.5116, 1.7011, -1.6496)  0.11
N (-1.2296, 0.6409, -0.7124)  0.14
C (-0.8221, 1.3274, -1.8022)  -0.44
O (-1.5062, 1.7616, -2.6948)  0.09
C (0.7303, 1.4045, -1.8578)  -0.11
N (1.2766, 1.8595, -0.5801)  0.03
C (0.7211, 2.9612, -0.0248)  -0.50
O (-0.2802, 3.4807, -0.4691)  0.10
C (1.4254, 3.5396, 1.1963)  -0.45
H (1.4872, 2.8253, 2.0154)  0.07
H (0.8860, 4.4335, 1.5081)  0.08
Cl (3.0905, 4.0262, 0.7894)  0.63
C (2.4127, 1.1854, -0.0612)  -0.31
C (3.6045, 1.1659, -0.7789)  -0.03
C (4.6858, 0.4602, -0.3042)  0.02
C (4.6076, -0.2468, 0.8993)  -0.26
C (3.4144, -0.2239, 1.6149)  0.00
C (2.3276, 0.4814, 1.1297)  -0.03
H (1.3984, 0.4693, 1.6810)  0.12
H (3.3094, -0.7550, 2.5474)  0.11
O (5.7409, -0.8955, 1.2665)  -0.05
C (5.7424, -1.7279, 2.4101)  -0.24
C (5.0579, -3.0686, 2.1596)  -0.06
H (5.5450, -3.5811, 1.3339)  0.08
H (4.0098, -2.9295, 1.9058)  0.06
H (5.1277, -3.6875, 3.0498)  0.08
H (6.8026, -1.8878, 2.6250)  0.12
H (5.2927, -1.2113, 3.2667)  0.12
H (5.6167, 0.4395, -0.8477)  0.12
H (3.6785, 1.7104, -1.7076)  0.13
C (1.2124, 0.0241, -2.2016)  -0.24
N (1.0673, -0.9005, -1.2559)  0.12
C (1.4696, -2.1324, -1.5045)  -0.11
C (2.0313, -2.5208, -2.7098)  -0.05
C (2.1613, -1.5654, -3.7056)  -0.05
C (1.7465, -0.2692, -3.4509)  0.00
H (1.8315, 0.5006, -4.2017)  0.12
H (2.5830, -1.8250, -4.6655)  0.11
H (2.3495, -3.5391, -2.8664)  0.10
H (1.3286, -2.8372, -0.6954)  0.11
H (0.9817, 2.1174, -2.6520)  0.17
H (-0.4973, 0.1629, -0.1973)  0.12
H (-1.8577, -1.0184, 1.1926)  0.11
H (-4.1308, -1.5184, 2.0238)  0.12
H (-7.5819, -0.1913, -0.3872)  0.12
H (-7.4339, 1.1333, 0.8005)  0.13
H (-8.5454, -0.2952, 2.5163)  0.08
H (-9.5821, -0.0924, 1.0944)  0.07
H (-8.6923, -1.6039, 1.3424)  0.08

Values from the calculation:
- LUMO energy (Ha) = 0.0195
- relative energy (zero: lowest compared OMol25 entry of this formula, charge and spin) (eV) = 0.243
- SMILES = CCOc1ccc(NC(=O)[C@H](c2ccccn2)N(C(=O)CCl)c2ccc(OCC)cc2)cc1
- E (eV) = -51530.2436

---

Computed, not measured: a 8-piece molecular cluster, C25H26F10O23 overall in a non-equilibrium geometry, with wB97M-V/def2-TZVPD.

Last column: Löwdin charge in e.
Atoms and positions in Å:
C (-19.9408, 1.0789, 6.2291)  -0.10
C (-21.1613, 2.0379, 6.0216)  -0.28
O (-20.7210, 3.2353, 6.5467)  0.15
C (-19.4549, 3.1630, 7.0095)  -0.56
O (-18.8475, 4.0670, 7.4149)  0.21
O (-19.0951, 1.8701, 6.9180)  0.09
F (-22.2668, 1.5963, 6.7250)  0.04
H (-19.5500, 0.7435, 5.2679)  0.12
H (-20.3108, 0.2584, 6.7930)  0.13
H (-21.4930, 2.1773, 5.0098)  0.14
C (-13.5270, 3.9398, -0.3489)  -0.04
C (-13.6567, 5.1495, 0.5945)  -0.34
O (-14.4780, 4.7262, 1.6190)  0.14
C (-14.9544, 3.4700, 1.3367)  -0.51
O (-15.8079, 2.8969, 1.9412)  0.17
O (-14.3147, 2.9109, 0.2640)  0.05
F (-14.1853, 6.1984, -0.0580)  0.09
H (-12.5141, 3.5167, -0.3972)  0.14
H (-13.8950, 4.1956, -1.3424)  0.14
H (-12.6513, 5.3004, 1.0281)  0.18
C (-20.1630, -2.9260, 2.5501)  -0.04
C (-19.1035, -1.9876, 2.0349)  -0.29
O (-18.0630, -2.8330, 1.5899)  0.12
C (-18.3400, -4.1122, 1.9689)  -0.59
O (-17.5762, -4.9884, 1.8347)  0.19
O (-19.5748, -4.2255, 2.4229)  0.11
F (-18.6278, -1.1363, 3.0329)  0.04
H (-21.1198, -2.8866, 1.9495)  0.16
H (-20.2304, -2.6298, 3.5531)  0.11
H (-19.3979, -1.3014, 1.2083)  0.16
C (-23.8428, -1.1592, 2.2367)  0.00
C (-24.5073, -0.0999, 3.2106)  -0.24
O (-23.5026, 0.1592, 4.1763)  0.15
C (-22.5564, -0.7723, 4.0770)  -0.58
O (-21.4800, -0.7361, 4.5800)  0.17
O (-22.8610, -1.7286, 3.1798)  0.03
F (-25.6389, -0.6277, 3.8060)  0.04
H (-23.3060, -0.7262, 1.3770)  0.12
H (-24.4685, -1.9720, 1.7758)  0.15
H (-24.8245, 0.7800, 2.6938)  0.16
C (-16.6455, 0.8821, -1.6067)  -0.05
C (-17.3283, -0.3425, -1.1840)  -0.30
O (-18.5125, -0.3030, -1.9654)  0.16
C (-18.7664, 0.9729, -2.2229)  -0.58
O (-19.7858, 1.3385, -2.7125)  0.17
O (-17.7505, 1.7524, -1.8009)  0.07
F (-17.7431, -0.4805, 0.0890)  0.09
H (-16.1218, 0.7385, -2.5706)  0.16
H (-16.0140, 1.3350, -0.8142)  0.15
H (-16.8553, -1.2877, -1.4048)  0.18
C (-22.7140, 3.1297, -1.4717)  0.00
C (-21.8233, 4.4412, -1.6906)  -0.26
O (-21.3539, 4.7597, -0.3953)  0.13
C (-21.9032, 3.8954, 0.5127)  -0.55
O (-21.8421, 3.9961, 1.6851)  0.20
O (-22.6004, 2.8993, -0.0732)  0.07
F (-22.5903, 5.4383, -2.1999)  0.06
H (-22.3367, 2.2904, -1.9682)  0.11
H (-23.7363, 3.3757, -1.6925)  0.13
H (-20.9640, 4.3598, -2.3656)  0.17
C (-18.8314, 2.6678, 1.2528)  0.02
C (-19.0260, 2.8316, 2.7483)  -0.37
O (-19.9756, 1.8931, 3.0884)  0.13
C (-20.6139, 1.5137, 1.9334)  -0.64
O (-21.5567, 0.8491, 1.9262)  0.21
O (-20.0322, 1.9309, 0.8723)  0.10
F (-19.5013, 3.9945, 3.0941)  0.12
H (-17.9341, 2.0710, 1.0388)  0.12
H (-18.8350, 3.6235, 0.7214)  0.13
H (-18.1880, 2.6737, 3.4021)  0.17
C (-17.5012, 7.3236, 1.6386)  -0.06
C (-18.7290, 6.7519, 1.0072)  -0.11
O (-18.5513, 6.6949, -0.5277)  0.05
C (-17.4942, 6.0337, -0.9195)  -0.47
O (-16.8751, 5.2165, -0.3683)  0.18
C (-17.1699, 6.4811, -2.3675)  -0.53
F (-16.6499, 5.5284, -3.0607)  0.21
F (-18.2219, 7.0756, -3.0392)  0.13
F (-16.2187, 7.4313, -2.1869)  0.14
H (-17.7220, 7.4796, 2.7400)  0.12
H (-17.1002, 8.2193, 1.1519)  0.10
H (-16.7630, 6.5466, 1.6760)  0.05
H (-19.6320, 7.3617, 1.0298)  0.13
H (-18.9852, 5.8083, 1.4520)  0.09

Values from the calculation:
- LUMO energy (Ha) = 0.0029
- SMILES = O=C1OC[C@@H](F)O1.O=C1OC[C@@H](F)O1.O=C1OC[C@@H](F)O1.O=C1OC[C@@H](F)O1.O=C1OC[C@@H](F)O1.O=C1OC[C@@H](F)O1.O=C1OC[C@@H](F)O1.CCOC(=O)C(F)(F)F
- E (eV) = -100614.9033

---

Computed, not measured: one molecule with the formula C25H26FN5O in a non-equilibrium geometry, with wB97M-V/def2-TZVPD.

Last column: Löwdin charge in e.
Atoms and positions in Å:
C (3.0189, 4.3572, -4.9416)  -0.12
H (2.5120, 3.4548, -5.3011)  0.08
O (3.8060, 4.1052, -3.8044)  -0.19
C (3.0758, 3.8142, -2.6379)  -0.22
C (2.4242, 2.4195, -2.6554)  -0.18
N (2.1090, 1.9967, -1.3038)  -0.18
C (0.8961, 2.5683, -0.7576)  -0.15
C (-0.3919, 1.8900, -1.2719)  -0.12
N (-0.3282, 0.4680, -1.0052)  -0.05
C (-1.0356, -0.0966, 0.0085)  -0.16
C (-2.2996, 0.3431, 0.3790)  0.05
C (-3.0191, -0.2970, 1.4036)  -0.23
N (-2.5462, -1.3509, 2.0401)  0.17
C (-1.3419, -1.7826, 1.6961)  -0.24
C (-0.5715, -2.8261, 2.1876)  0.05
C (0.6270, -2.7759, 1.4676)  -0.23
N (0.6178, -1.7747, 0.5804)  0.11
N (-0.5648, -1.1744, 0.7021)  0.03
C (1.7963, -3.6328, 1.5844)  -0.15
C (2.9516, -3.3368, 0.8594)  -0.03
C (4.0715, -4.1390, 0.9574)  -0.07
C (4.0673, -5.2545, 1.7790)  -0.01
C (2.9164, -5.5375, 2.4917)  -0.27
C (1.7840, -4.7530, 2.4125)  0.05
H (0.9114, -5.0193, 2.9860)  0.12
F (2.8985, -6.6242, 3.2961)  0.05
H (4.9294, -5.8955, 1.8719)  0.12
H (4.9590, -3.8981, 0.3915)  0.11
H (2.9490, -2.4660, 0.2232)  0.10
H (-0.8592, -3.5019, 2.9632)  0.10
C (-4.3574, 0.1610, 1.7980)  -0.17
C (-4.7633, 1.4845, 1.6447)  -0.04
C (-6.0322, 1.8757, 2.0304)  -0.09
C (-6.9124, 0.9547, 2.5731)  -0.09
C (-6.5130, -0.3614, 2.7413)  -0.08
C (-5.2453, -0.7550, 2.3604)  -0.03
H (-4.9163, -1.7741, 2.4890)  0.11
H (-7.1938, -1.0812, 3.1717)  0.10
H (-7.9039, 1.2640, 2.8697)  0.10
H (-6.3349, 2.9060, 1.9104)  0.10
H (-4.0807, 2.2211, 1.2467)  0.11
H (-2.7635, 1.1459, -0.1660)  0.10
C (0.8476, -0.1250, -1.6109)  -0.13
H (0.8836, -1.1886, -1.3905)  0.10
C (2.1175, 0.5624, -1.0873)  -0.16
H (3.0005, 0.1333, -1.5614)  0.12
H (2.1843, 0.3855, -0.0095)  0.12
H (0.7652, 0.0204, -2.6946)  0.13
H (-1.2502, 2.3409, -0.7794)  0.11
H (-0.4936, 2.0376, -2.3527)  0.12
H (0.8652, 3.6345, -0.9829)  0.12
H (0.9377, 2.4476, 0.3300)  0.13
H (3.1603, 1.7266, -3.0689)  0.13
H (1.5477, 2.4249, -3.3216)  0.11
H (2.3184, 4.5938, -2.4665)  0.11
H (3.8019, 3.8432, -1.8226)  0.13
H (3.7005, 4.7113, -5.7128)  0.09
H (2.2670, 5.1305, -4.7398)  0.09

Values from the calculation:
- LUMO energy (Ha) = 0.0124
- relative energy (zero: lowest compared OMol25 entry of this formula, charge and spin) (eV) = 0.064
- SMILES = COCCN1CCN(c2cc(-c3ccccc3)nc3cc(-c4cccc(F)c4)nn23)CC1
- E (eV) = -38561.6480